Molecular formula: C20H29N6O2PtS
Method: DFT, ωB97M-V with the def2-TZVPD basis set

Element x y z (Å)
1 Pt -0.377767 1.043105 0.683911
2 C -0.902694 -0.083892 3.677901
3 C 0.582180 0.099712 3.567608
4 N 0.947358 1.152156 2.562521
5 C 0.935608 2.564556 3.106284
6 C -0.463254 3.114182 3.365754
7 S -1.589012 2.905666 1.933435
8 C -2.976436 1.903042 2.609715
9 C -2.923005 0.415200 2.302281
10 N -1.522035 -0.124181 2.303745
11 H -1.381746 0.691405 4.277656
12 H -1.128872 -0.997838 4.215741
13 H 1.071840 -0.823909 3.234740
14 H 1.009556 0.334904 4.545077
15 H 1.881440 0.941999 2.201102
16 H 1.496995 3.166309 2.377769
17 H 1.536279 2.591167 4.023511
18 H -0.376481 4.201150 3.488694
19 H -0.878843 2.717698 4.289508
20 H -3.864224 2.327897 2.125717
21 H -3.078432 2.078646 3.675784
22 H -3.362844 0.176443 1.326556
23 H -3.499472 -0.165258 3.035356
24 H -1.536912 -1.089479 1.973208
25 N 1.188963 1.970622 -0.811429
26 C 1.045951 3.320338 -1.453700
27 C -0.200493 3.379665 -2.370019
28 C -1.418465 3.478667 -1.508678
29 O -2.057822 4.596462 -1.457288
30 O -1.745947 2.326225 -0.837224
31 H 2.081269 1.912224 -0.313667
32 H 1.200476 1.206290 -1.494451
33 H 1.967220 3.535800 -2.003397
34 H 0.955198 4.057327 -0.650016
35 H -0.162443 2.513246 -3.040614
36 H -0.038949 4.265764 -2.986776
37 C -2.620732 -1.314420 -2.291447
38 C -2.027974 -0.467344 -1.342094
39 N -0.832084 -0.763080 -0.760854
40 C -0.191064 -1.915797 -1.080540
41 C -0.761114 -2.830988 -2.011708
42 C -1.995008 -2.495788 -2.617020
43 C -0.283259 -4.166385 -2.315741
44 C 1.006115 -4.640898 -2.498952
45 C 2.243567 -3.943074 -2.554914
46 C 3.444244 -4.655693 -2.610517
47 C 4.596477 -3.925210 -2.720271
48 N 4.605253 -2.571436 -2.814410
49 C 3.408590 -2.002128 -2.771462
50 N 2.232462 -2.576158 -2.623991
51 H -3.563501 -1.006610 -2.723119
52 H -2.478096 0.482152 -1.068598
53 H 0.774699 -2.089379 -0.617140
54 H -2.419573 -3.192546 -3.331361
55 H -1.077267 -4.897341 -2.457240
56 H 1.097098 -5.706713 -2.648666
57 H 3.447847 -5.738894 -2.538988
58 H 5.591942 -4.368093 -2.740733
59 H 3.387186 -0.917491 -2.836549

Cartesian forces, eV/Å:
Pt 0.2 0.2 1.3
C -0.6 0.0 -0.6
C 0.8 0.1 -0.5
N -0.1 0.5 0.2
C 0.6 -0.6 -0.4
C 0.4 0.4 -0.1
S 0.3 -0.4 0.4
C -0.3 0.2 -0.5
C 0.4 -1.1 -0.1
N -0.3 0.3 0.2
H 0.1 0.1 -0.3
H 0.0 -0.3 0.0
H -0.2 0.1 0.0
H 0.0 0.1 0.0
H -0.3 0.2 0.4
H -0.4 0.0 0.1
H -0.2 0.0 0.0
H 0.0 -0.2 0.1
H -0.2 0.0 -0.2
H 0.1 -0.1 0.2
H 0.2 0.3 0.1
H 0.2 0.2 0.1
H -0.1 0.4 0.0
H -0.1 0.2 0.2
N -0.2 -0.5 0.5
C -0.1 -0.5 0.2
C 1.5 0.2 0.1
C -1.4 0.5 0.1
O 1.2 -4.1 0.7
O -0.1 3.8 -1.4
H -0.2 0.2 -0.2
H 0.1 0.6 -0.1
H -0.3 0.1 -0.1
H 0.1 -0.1 -0.1
H -0.4 0.0 0.2
H -0.5 0.0 0.1
C 0.1 0.6 0.4
C 0.5 -1.2 -0.5
N 0.1 -0.7 -0.6
C -0.8 0.8 -0.5
C 0.0 -0.2 0.3
C 0.0 0.0 0.4
C 0.1 0.8 0.1
C 0.2 -0.4 0.4
C -0.2 1.2 -0.3
C -0.7 -0.7 0.1
C 1.8 1.8 -0.1
N 0.0 -2.0 0.0
C -0.8 0.9 0.3
N 0.0 -0.8 0.0
H 0.0 -0.2 -0.1
H 0.0 -0.4 -0.1
H -0.3 -0.1 0.0
H -0.1 0.1 0.0
H 0.1 0.1 -0.2
H -0.1 -0.2 0.0
H 0.1 0.1 -0.1
H -0.3 -0.2 0.0
H 0.1 -0.1 -0.1

Results
Expectation value of S²   6.08
HOMO (spin up / spin down)   -0.6094 / -0.6609 Eh
2S+1   5
Largest force on an atom   4.332 eV/A
Lowest unoccupied orbital energy (spin up / spin down)   -9.88 / -12.65 eV
Total charge   +3
E_tot   -1774.87020 a.u.